1.
9
Properties=species:S:1:pos:R:3:forces:R:3 method="wB97M-V/def2-TZVPD" de_lowest_kcal_mol=74.4 gap_ev=10.25
C -0.08843 -0.35082 -0.91436 -0.7 3.3 3.2
C -0.02695 0.51628 0.49132 -6.2 3.9 -4.3
C 0.43771 0.20381 1.63456 0.8 1.8 4.6
H -0.03102 -0.99746 -2.86337 -1.5 2.9 -0.3
H -1.01818 1.42376 0.61957 3.5 -2.3 -1.2
H 0.29013 1.01902 2.59829 0.4 -2.9 -2.9
H 0.95844 -0.71073 1.73120 1.0 -0.7 0.6
O 0.11859 -1.49158 -0.74979 0.6 -2.2 -0.8
S -0.64029 0.38771 -2.54743 2.2 -3.8 1.1


2.
10
Properties=species:S:1:pos:R:3:forces:R:3 method="wB97M-V/def2-TZVPD" de_lowest_kcal_mol=90.2 gap_ev=8.65
C 0.38104 0.00052 -0.75326 2.0 1.3 -3.1
C -0.74514 0.09887 -0.12440 -2.1 0.0 -0.6
C -0.94304 -0.51571 1.24587 1.4 3.6 0.7
O 2.66573 1.15131 -0.36663 1.3 1.8 1.2
S 0.96993 0.79493 -2.81533 -0.8 -0.8 2.3
S 2.10133 0.12470 -1.16863 -1.8 -1.9 -0.6
H -1.65371 0.39315 -0.74526 1.2 -0.2 1.0
H -1.27768 0.16900 2.09028 -0.1 -0.8 -1.4
H -0.00167 -0.87366 1.54843 1.4 -0.5 0.6
H -1.49679 -1.34309 1.08894 -2.5 -2.6 0.0


3.
9
Properties=species:S:1:pos:R:3:forces:R:3 method="wB97M-V/def2-TZVPD" total_charge=+3 gap_ev="7.81 / 7.17"
C 0.26223 -0.83563 -0.66896 -0.8 1.4 -2.1
C 0.34040 0.66169 -0.87797 0.0 -0.3 -0.7
C -0.29051 0.23613 0.34035 1.7 -1.1 4.5
O -0.37473 0.45763 1.54263 2.5 3.2 -8.1
Tl -1.23716 -0.25298 3.04138 -3.9 -3.1 7.2
H 1.17995 -1.38105 -0.43548 0.1 0.2 0.3
H -0.54228 -1.41046 -1.13602 -0.5 -0.1 0.1
H 1.30804 1.16679 -0.83196 0.0 0.6 0.0
H -0.64594 1.35789 -0.97397 0.8 -0.8 -1.1


4.
9
Properties=species:S:1:pos:R:3:forces:R:3 method="wB97M-V/def2-TZVPD" de_lowest_kcal_mol=33.6 smiles="C=CC1=P#[PH]1" gap_ev=6.98
C 1.74497 0.57741 0.34951 0.0 2.5 0.5
C 0.71008 -0.19350 0.12432 -0.1 -3.2 -0.9
C -0.62009 0.09936 -0.24643 -2.9 2.5 0.2
P -2.15888 -0.80631 0.03347 -1.6 -1.2 0.0
P -1.80114 1.35219 -0.25267 1.3 -1.6 -0.5
H 2.70994 0.17152 0.55685 0.4 -0.2 0.2
H 1.61067 1.69844 0.43519 0.3 -1.4 -0.4
H 0.75521 -1.31533 0.15767 0.9 1.0 0.1
H -2.95075 -1.58379 -1.15791 1.7 1.5 0.7


5.
9
Properties=species:S:1:pos:R:3:forces:R:3 method="wB97M-V/def2-TZVPD" de_lowest_kcal_mol=79.1 gap_ev=7.77
C -0.16612 -0.92634 1.35326 -1.5 4.3 -4.4
C 0.48967 -0.10012 0.45660 2.6 -0.4 -1.1
C -0.33448 0.73749 -0.72503 0.4 -2.8 3.7
P -1.68542 -0.05555 0.38848 -0.3 1.2 0.9
P 0.50846 1.55280 -1.94671 -2.5 -0.2 0.6
H 0.05382 -1.19573 2.37615 0.1 -0.4 -0.3
H 1.60166 0.08207 0.31824 -0.9 -0.2 0.8
H -2.00457 -0.87867 -0.66359 -0.2 -1.2 -0.4
H 1.53699 0.78404 -1.55740 2.2 -0.4 0.3


6.
9
Properties=species:S:1:pos:R:3:forces:R:3 method="wB97M-V/def2-TZVPD" de_lowest_kcal_mol=77.0 gap_ev="8.04 / 8.04"
C -1.09694 1.13993 0.92396 1.5 -0.3 -1.7
C 0.76174 -1.34175 -0.70816 -0.9 -1.1 -0.7
C -0.06838 -0.37587 0.02236 -1.4 2.2 0.8
P 0.82841 1.03774 0.61512 -0.9 0.1 0.7
P 0.61225 0.40530 -1.48537 -0.6 0.1 -0.4
H -1.77193 1.83036 0.28696 1.1 -1.6 0.7
H -1.40928 1.07357 1.98747 0.3 -0.6 -0.8
H 1.73493 -1.52149 -0.34650 1.0 -0.3 0.8
H 0.40920 -2.24778 -1.29585 -0.1 1.5 0.7


7.
10
Properties=species:S:1:pos:R:3:forces:R:3 method="wB97M-V/def2-TZVPD" de_lowest_kcal_mol=53.2 spin_multiplicity=3 gap_ev="6.22 / 5.22"
C -0.29044 0.74626 -0.79434 0.9 1.6 -3.0
C -1.61240 0.85491 -1.25288 -0.4 -1.9 2.0
C 0.01574 -0.12157 0.18399 0.1 -0.9 2.2
P -1.30692 -0.87643 1.03429 0.7 0.9 -1.7
P 2.85048 -0.83861 1.10081 -0.1 0.4 1.1
S -2.79007 -0.06165 -0.46970 -0.4 0.2 0.3
H 0.40646 1.37109 -1.47194 -0.5 -1.0 1.6
H -1.93964 1.45974 -2.02988 -0.4 1.1 -1.4
H 2.55177 -0.49511 2.51384 0.2 -0.3 -1.1
H 2.11503 -2.03864 1.18581 -0.1 -0.1 0.0


8.
8
Properties=species:S:1:pos:R:3:forces:R:3 method="wB97M-V/def2-TZVPD" de_lowest_kcal_mol=78.0 smiles="C1=CC=1.S" gap_ev=9.20
C -1.64907 -0.48180 0.27657 0.2 3.4 -0.7
C -1.30414 0.83218 0.01581 -1.8 -2.2 0.3
C -0.30942 -0.12692 0.18223 1.0 -0.4 0.0
S 3.01743 0.00149 0.13853 0.5 -0.4 -0.8
H -2.47484 -1.13526 0.39471 -0.2 -0.7 0.2
H -1.72209 1.81050 -0.20914 0.5 -0.2 0.1
H 2.72430 -0.67202 -0.99541 1.0 0.1 -0.2
H 1.71781 -0.22815 0.19670 -1.1 0.4 1.0


9.
8
Properties=species:S:1:pos:R:3:forces:R:3 method="wB97M-V/def2-TZVPD" de_lowest_kcal_mol=54.8 gap_ev=8.86
C 0.54702 0.05318 0.42986 -0.5 -0.2 0.8
C 2.02770 -0.34088 0.02972 -2.0 0.5 0.3
C -0.68561 0.26696 -0.46240 -1.8 0.1 -0.3
S 1.13699 -1.68917 0.54524 0.2 0.8 0.2
H 0.30472 0.61086 1.41929 1.1 -1.2 -1.5
H -1.66749 0.01108 0.09876 1.8 -0.3 -0.6
H -0.75236 -0.25910 -1.47393 0.5 0.7 1.4
H -0.91097 1.34707 -0.58653 0.8 -0.4 -0.4


10.
8
Properties=species:S:1:pos:R:3:forces:R:3 method="wB97M-V/def2-TZVPD" de_lowest_kcal_mol=84.6 gap_ev="7.05 / 7.72"
C 0.01537 0.46368 0.27017 -0.9 -0.6 3.3
C 0.54407 1.74547 0.45450 -0.1 -0.2 -1.4
C 0.02440 -0.51935 -0.69151 -1.8 1.4 -1.4
S -1.06908 -1.91400 -0.69528 1.6 0.2 -2.0
H -0.52902 0.26484 1.25351 0.4 -0.8 -1.3
H 1.36641 1.86117 -0.23779 0.9 0.5 -0.3
H 0.21519 -0.16463 -1.74943 0.6 -0.9 1.2
H -1.59480 -1.78794 0.46239 -0.6 0.4 1.9


11.
8
Properties=species:S:1:pos:R:3:forces:R:3 method="wB97M-V/def2-TZVPD" de_lowest_kcal_mol=52.0 spin_multiplicity=3 gap_ev="6.59 / 8.18"
C 1.66112 1.13764 -0.10238 1.7 4.0 -0.4
C 0.86082 0.14450 0.06055 0.7 -3.1 0.2
C -0.26331 -0.75003 -0.04732 0.0 -2.0 4.1
S 2.74375 -0.33646 -0.02166 -1.4 1.0 0.4
H 1.58847 2.57582 0.42525 0.2 -2.3 -0.3
H -0.02478 -1.85795 -0.22182 -0.1 1.8 0.0
H -0.81910 -0.31426 -0.78593 -2.0 0.6 -2.0
H -0.87466 -0.72847 0.96780 0.9 -0.1 -2.0


12.
9
Properties=species:S:1:pos:R:3:forces:R:3 method="wB97M-V/def2-TZVPD" de_lowest_kcal_mol=31.2 smiles="C=CSC=S" gap_ev=8.51
C 0.92845 0.58280 -1.09123 0.0 -1.4 0.6
C -0.32268 0.59673 -0.65622 2.1 2.3 -2.3
C -0.67800 -1.04820 1.28577 -1.0 -0.1 1.5
S 0.72277 -0.61541 1.90913 1.1 0.0 0.4
S -1.36214 -0.60779 -0.23430 -1.7 -2.5 0.8
H 1.47281 1.48442 -1.34132 -0.1 -0.1 -0.1
H 1.39449 -0.39513 -1.09454 0.6 0.2 -0.2
H -0.78502 1.51751 -0.79533 -1.1 1.7 0.3
H -1.37068 -1.51493 2.01804 0.1 -0.2 -1.1


13.
9
Properties=species:S:1:pos:R:3:forces:R:3 method="wB97M-V/def2-TZVPD" de_lowest_kcal_mol=20.6 smiles="C=CSC=S" gap_ev=8.35
C -0.09740 1.69692 1.00746 -0.7 -0.9 -0.4
C -0.18488 0.45030 0.49544 -0.6 0.4 1.6
C 0.21154 -1.71449 -1.17266 1.0 1.4 -0.4
H -0.50529 1.97030 1.99145 0.3 -0.4 -0.5
H 0.23406 2.51518 0.38655 0.4 0.1 0.0
H -0.68991 -0.34251 1.12677 0.8 0.7 -1.0
H -0.20253 -2.13739 -0.26687 -0.2 -0.3 0.0
S 0.42869 0.04186 -1.10635 -0.5 -0.8 0.5
S 0.80571 -2.48016 -2.46178 -0.4 -0.4 0.3


14.
9
Properties=species:S:1:pos:R:3:forces:R:3 method="wB97M-V/def2-TZVPD" de_lowest_kcal_mol=59.8 smiles="C1=CSCS1" gap_ev=8.54
C 0.56225 0.82450 0.80187 3.5 0.3 3.8
C -0.32262 -0.18164 -1.08859 -1.7 -0.6 5.6
C -0.83626 -0.96686 -0.11001 0.8 -1.5 -3.0
H 0.93987 1.85940 1.55533 -1.4 -3.6 -2.2
H 1.44724 -0.09467 0.75097 -2.1 2.9 0.4
H -0.29347 -0.48027 -1.97629 0.1 -2.9 -7.4
H -0.94143 -2.06579 -0.50646 -0.5 2.1 1.7
S 0.32013 1.32515 -0.87168 0.3 2.2 0.9
S -0.87571 -0.21983 1.44486 0.9 1.0 0.2


15.
10
Properties=species:S:1:pos:R:3:forces:R:3 method="wB97M-V/def2-TZVPD" de_lowest_kcal_mol=40.1 gap_ev=8.40
C 2.60453 -0.05991 1.01451 1.3 2.0 0.4
C -0.94677 0.69772 -0.16202 -1.5 1.3 -0.7
C -1.34264 -0.65942 -0.65321 -2.0 1.4 3.0
S 3.17459 1.40601 1.12568 -0.1 -1.2 0.1
S 2.12390 -1.50697 0.96398 -0.4 -1.1 0.0
S 0.49763 1.38334 -0.24029 -0.6 0.2 -0.3
H -1.84240 1.32733 0.03330 0.7 -0.2 0.6
H -0.46454 -0.93623 -1.10889 1.6 -1.9 -1.4
H -2.22077 -0.41574 -1.32807 0.9 -1.1 0.8
H -1.58353 -1.23614 0.35502 0.1 0.6 -2.5


16.
10
Properties=species:S:1:pos:R:3:forces:R:3 method="wB97M-V/def2-TZVPD" de_lowest_kcal_mol=108.8 gap_ev="5.86 / 7.77"
C -1.10922 1.65364 0.83898 1.7 -1.7 -0.7
C -0.25006 0.85270 0.50611 -2.7 2.6 0.6
C 0.73767 0.03810 0.13252 1.7 -1.9 -1.5
S 1.47125 -0.02057 -1.49945 -0.5 0.6 0.0
S 1.81336 -0.56792 1.32855 0.8 -0.7 0.0
S -1.00752 -1.99218 -0.57766 -0.2 -0.1 -0.7
H -2.04892 2.03446 1.02519 -1.2 0.9 0.4
H 0.33230 0.29378 -2.19359 0.6 -0.2 0.5
H 1.15446 -0.16023 2.40272 -0.3 0.2 0.2
H -1.09330 -2.13177 -1.96337 0.3 0.3 1.2


17.
8
Properties=species:S:1:pos:R:3:forces:R:3 method="wB97M-V/def2-TZVPD" de_lowest_kcal_mol=5.6 gap_ev=8.46
C 0.45808 -0.74571 0.16864 0.1 1.7 -2.3
C 0.33344 0.80702 0.17870 0.0 0.9 1.0
C -0.72595 -0.02397 -0.53604 1.1 -0.5 0.2
Si 2.07135 0.10193 -0.29690 -2.1 0.3 0.4
H 0.39363 -1.38550 0.96238 -0.6 -1.6 2.0
H -0.04212 1.40120 1.15187 1.0 -1.2 -2.5
H -1.66746 0.11877 0.02134 0.3 -0.8 -0.5
H -0.82096 -0.27375 -1.64999 0.2 1.1 1.7


18.
12
Properties=species:S:1:pos:R:3:forces:R:3 method="wB97M-V/def2-TZVPD" de_lowest_kcal_mol=20.9 total_charge=+1 spin_multiplicity=2 gap_ev="10.08 / 7.03"
Ag -0.27236 -1.69911 -0.57148 -1.0 -2.6 0.1
O -0.48556 -0.04145 -1.64906 0.5 0.8 -0.4
O -0.85640 1.10085 0.23843 0.3 0.1 -0.3
C -0.13221 1.40135 1.43434 0.2 0.8 -0.2
C 0.83751 0.21978 1.60205 -0.8 -0.1 0.5
O 0.92134 -0.34616 0.30175 2.1 0.7 0.0
C 0.01748 0.74632 -0.76007 -1.2 1.1 1.1
H 0.43616 2.32940 1.27085 -0.2 -0.2 0.2
H -0.83128 1.53235 2.26603 0.1 -0.1 -0.4
H 0.47125 -0.49325 2.35332 0.1 0.0 -0.4
H 1.82885 0.56917 1.92175 -0.1 -0.2 -0.4
H 0.72717 1.52803 -1.07977 0.0 -0.4 0.2


19.
9
Properties=species:S:1:pos:R:3:forces:R:3 method="wB97M-V/def2-TZVPD" de_lowest_kcal_mol=64.2 gap_ev="8.23 / 8.14"
B -1.39264 0.32113 0.15434 -0.5 1.3 1.5
C 1.68397 0.51059 -0.19237 -2.8 -0.3 0.2
C 1.18451 -0.56379 0.37642 -0.4 1.3 -1.1
C -0.18138 -0.47846 -0.20724 1.0 0.5 -0.8
H -2.49170 -0.11608 -0.19075 0.8 0.3 0.1
H -1.37360 1.34711 0.92014 0.1 -1.3 -1.0
H 1.28723 1.48022 -0.55442 0.6 -0.6 0.2
H 1.60617 -1.41922 0.79977 0.8 -1.0 0.8
H -0.32257 -1.08150 -1.10589 0.4 -0.2 0.2


20.
13
Properties=species:S:1:pos:R:3:forces:R:3 method="wB97M-V/def2-TZVPD" de_lowest_kcal_mol=87.3 gap_ev=10.22
B -1.82868 -0.67280 0.01138 1.1 -1.9 -2.9
C 1.69383 0.94323 0.36403 -2.7 -0.7 -1.7
C 0.63976 1.68819 0.43658 -0.6 0.4 0.6
C 1.82922 -0.36641 -0.27227 0.3 -1.2 -0.5
O -0.48750 -0.29256 0.17867 0.9 0.3 0.3
O 0.49902 -0.78481 -0.74710 0.5 -0.4 -0.2
O -2.59807 -0.34549 1.02454 -3.4 1.2 1.2
O -2.30189 -1.41741 -1.07741 0.1 0.5 0.9
H 2.49102 1.48479 0.62964 3.4 2.0 1.1
H 2.56834 -0.36565 -1.21065 -1.9 -0.1 2.0
H 2.23797 -1.02835 0.53978 -0.5 -0.1 -1.1
H -3.60800 -0.29637 0.90275 2.6 -0.4 0.0
H -1.70444 -1.90027 -1.65903 0.2 0.5 0.3


Number 1: strongest force on any atom 8.506 eV Å⁻¹. Number 2: strongest force on any atom 3.934 eV Å⁻¹. Number 3: strongest force on any atom 9.114 eV Å⁻¹. Number 4: strongest force on any atom 3.861 eV Å⁻¹. Number 5: strongest force on any atom 6.309 eV Å⁻¹. Number 6: strongest force on any atom 2.728 eV Å⁻¹. Number 7: strongest force on any atom 3.550 eV Å⁻¹. Number 8: strongest force on any atom 3.462 eV Å⁻¹. Number 9: strongest force on any atom 2.183 eV Å⁻¹. Number 10: strongest force on any atom 3.430 eV Å⁻¹. Number 11: strongest force on any atom 4.615 eV Å⁻¹. Number 12: strongest force on any atom 3.869 eV Å⁻¹. Number 13: strongest force on any atom 1.806 eV Å⁻¹. Number 14: strongest force on any atom 7.978 eV Å⁻¹. Number 15: strongest force on any atom 3.865 eV Å⁻¹. Number 16: strongest force on any atom 3.827 eV Å⁻¹. Number 17: strongest force on any atom 2.916 eV Å⁻¹. Number 18: strongest force on any atom 2.786 eV Å⁻¹. Number 19: strongest force on any atom 2.834 eV Å⁻¹. Number 20: strongest force on any atom 4.068 eV Å⁻¹.